# 1
Computed, not measured: a structure of composition C22H26IrN5O2 in a non-equilibrium geometry, with the ωB97M-V functional and the def2-TZVPD basis.

Summary:
molar mass = 584.70 u
E = -37604.567 eV
energy above the lowest of the compared OMol25 structures with the same formula, charge and spin = 0.0 kJ/mol
highest occupied orbital energy = -12.86 eV

The geometry in ORCA input format:
```
! RIJCOSX wB97M-V def2-TZVPD def2/J DEFGRID3
* xyz 2 1
Ir -0.451 0.458 -0.844
C 1.600 4.667 2.015
C 1.907 3.990 0.843
C 1.167 2.880 0.477
C 0.130 2.457 1.302
C -0.192 3.132 2.479
C 0.554 4.240 2.829
N -0.608 1.300 0.910
N -1.475 0.872 1.721
C -2.129 -0.264 1.254
C -3.076 -0.928 2.007
C -3.649 -2.073 1.473
C -3.262 -2.509 0.212
C -2.317 -1.796 -0.501
N -1.775 -0.685 0.017
H 2.180 5.534 2.302
H 2.724 4.324 0.219
H 1.422 2.347 -0.430
H -1.004 2.788 3.102
H 0.323 4.774 3.740
H -3.334 -0.548 2.985
H -4.386 -2.624 2.039
H -3.682 -3.402 -0.227
H -1.983 -2.080 -1.490
C 0.286 -3.791 0.765
N 0.825 -3.073 1.888
C 0.381 -3.531 3.181
C 0.978 -1.649 1.791
C 1.745 -1.235 0.558
C 3.057 -1.694 0.424
C 3.852 -1.352 -0.657
C 3.356 -0.526 -1.654
C 2.048 -0.068 -1.563
C 1.271 -0.423 -0.460
H 0.548 -4.846 0.847
H 0.704 -3.417 -0.169
H -0.817 -3.738 0.689
H 0.411 -4.619 3.215
H -0.649 -3.217 3.426
H 1.039 -3.149 3.962
H 1.555 -1.326 2.663
H 0.022 -1.100 1.852
H 3.446 -2.344 1.198
H 4.862 -1.732 -0.725
H 3.966 -0.250 -2.503
H 1.656 0.566 -2.360
N -1.470 2.906 -5.104
C -1.461 1.432 -4.814
C -1.017 1.256 -3.367
O -0.968 0.072 -2.932
O -0.710 2.267 -2.711
H -2.410 3.264 -5.277
H -0.885 3.155 -5.902
H -1.095 3.359 -4.245
H -0.760 0.932 -5.479
H -2.452 1.016 -4.973
*
```

# 2
Computed, not measured: a cluster of 6 separate species, C22H26N2O12 in total in a non-equilibrium geometry, with the ωB97M-V functional and the def2-TZVPD basis.

Summary:
molar mass = 510.45 u
E = -50785.580 eV
highest occupied orbital energy = -9.70 eV

The geometry in ORCA input format:
```
! RIJCOSX wB97M-V def2-TZVPD def2/J DEFGRID3
* xyz 0 1
N -1.167 -0.115 -4.604
C -0.554 -0.092 -3.420
C -0.513 1.022 -2.605
C -1.128 2.191 -3.016
C -1.752 2.194 -4.249
C -1.726 1.029 -5.003
H -0.056 -1.019 -3.158
H -0.022 0.999 -1.642
H -1.140 3.083 -2.403
H -2.323 3.017 -4.657
H -2.243 0.968 -5.954
N -1.915 3.257 2.725
C -0.807 2.810 3.304
C 0.407 2.703 2.650
C 0.496 3.226 1.365
C -0.640 3.749 0.770
C -1.822 3.748 1.498
H -0.909 2.508 4.342
H 1.300 2.248 3.057
H 1.445 3.287 0.844
H -0.566 4.148 -0.233
H -2.738 4.086 1.025
C -0.030 -0.688 0.700
C -0.660 -0.620 2.076
O -1.632 -1.673 2.046
C -1.875 -2.003 0.759
O -2.734 -2.747 0.411
O -1.053 -1.329 -0.081
H 0.850 -1.328 0.673
H 0.218 0.302 0.337
H -1.179 0.322 2.262
H 0.030 -0.784 2.902
C 3.529 -2.818 -0.315
C 3.553 -2.918 1.223
O 2.885 -4.144 1.454
C 2.942 -4.912 0.321
O 2.644 -6.056 0.296
O 3.376 -4.171 -0.720
H 4.448 -2.393 -0.706
H 2.669 -2.231 -0.636
H 3.008 -2.079 1.653
H 4.565 -2.906 1.635
C 3.851 0.676 3.898
C 4.638 1.808 3.226
O 4.249 1.708 1.839
C 3.321 0.759 1.680
O 2.806 0.445 0.654
O 2.982 0.209 2.876
H 3.252 1.036 4.734
H 4.507 -0.108 4.273
H 5.714 1.641 3.266
H 4.450 2.830 3.545
C -4.870 -1.868 -1.786
C -3.731 -1.693 -2.835
O -4.339 -0.963 -3.880
C -5.643 -0.727 -3.602
O -6.412 -0.261 -4.375
O -5.926 -1.080 -2.334
H -4.604 -1.499 -0.803
H -5.143 -2.919 -1.722
H -3.411 -2.673 -3.185
H -2.873 -1.190 -2.394
*
```

# 3
Computed, not measured: a structure of composition C22H26N2O2S4Tc in a non-equilibrium geometry, with the ωB97M-V functional and the def2-TZVPD basis.

Summary:
molar mass = 576.73 u
E = -75837.415 eV
energy above the lowest of the compared OMol25 structures with the same formula, charge and spin = 8.1 kJ/mol
expectation value of S² = 0.766
highest occupied orbital energy (alpha / beta) = -13.37 / -13.81 eV

The geometry in ORCA input format:
```
! RIJCOSX wB97M-V def2-TZVPD def2/J DEFGRID3
* xyz 2 2
Tc 0.595 -0.062 0.206
C 0.902 -3.015 1.889
C -0.506 -2.645 2.331
S -1.155 -1.089 1.594
C -1.326 0.006 3.043
C -0.033 0.632 3.532
S 0.694 1.503 2.119
C 2.476 1.581 2.505
C 3.271 1.753 1.217
S 2.912 0.590 -0.144
C 3.859 -0.932 0.105
C 3.505 -1.841 1.286
S 1.881 -1.507 2.013
H 0.934 -3.391 0.869
H 1.312 -3.764 2.566
H -0.565 -2.524 3.413
H -1.204 -3.427 2.038
H -1.815 -0.566 3.832
H -2.030 0.772 2.712
H 0.666 -0.106 3.921
H -0.245 1.365 4.310
H 2.758 0.686 3.057
H 2.637 2.447 3.148
H 4.342 1.712 1.419
H 3.062 2.723 0.766
H 4.913 -0.656 0.134
H 3.677 -1.444 -0.839
H 4.218 -1.719 2.099
H 3.529 -2.885 0.977
O 0.381 1.789 -0.558
C -0.664 2.434 -1.007
C -0.617 3.837 -1.087
C -1.707 4.529 -1.546
C -2.882 3.865 -1.965
C -2.935 2.501 -1.929
C -1.833 1.756 -1.447
C -1.829 0.354 -1.578
N -0.878 -0.437 -1.139
N -0.981 -1.741 -1.564
C 0.142 -2.361 -1.356
O 1.140 -1.721 -0.782
C 0.328 -3.766 -1.738
C -0.760 -4.522 -2.175
C -0.576 -5.847 -2.526
C 0.687 -6.421 -2.448
C 1.773 -5.670 -2.018
C 1.595 -4.345 -1.660
H 0.286 4.344 -0.776
H -1.667 5.609 -1.595
H -3.723 4.438 -2.327
H -3.813 1.971 -2.277
H -2.620 -0.138 -2.135
H -1.737 -4.064 -2.242
H -1.417 -6.435 -2.867
H 0.826 -7.456 -2.730
H 2.757 -6.117 -1.973
H 2.442 -3.748 -1.346
*
```

# 4
Computed, not measured: the molecule C22H26N2O4 in a non-equilibrium geometry, with the ωB97M-V functional and the def2-TZVPD basis.

Summary:
molar mass = 382.46 u
E = -34386.230 eV
energy above the lowest of the compared OMol25 structures with the same formula, charge and spin = 2174.7 kJ/mol
highest occupied orbital energy = -7.50 eV

The geometry in ORCA input format:
```
! RIJCOSX wB97M-V def2-TZVPD def2/J DEFGRID3
* xyz 0 1
C -5.869 -2.666 -0.126
C -4.385 -2.102 -0.249
C -3.304 -2.785 -0.674
C -2.126 -2.396 -0.710
C -1.923 -1.215 -0.485
C -3.077 -0.341 0.132
C -4.399 -0.892 0.298
C -5.464 0.122 0.466
H -5.145 1.121 0.756
H -6.154 0.151 -0.206
H -5.990 -0.135 1.478
H -2.971 0.864 0.300
C -0.527 -0.732 -0.514
O 0.433 -1.197 -0.240
N -0.417 0.781 -0.731
C 0.741 1.365 -0.752
C 1.051 2.563 -0.768
C 0.045 3.669 -0.289
C -0.952 3.787 0.340
C -1.541 5.059 0.640
C -0.673 5.768 -0.270
O 0.219 5.104 -0.557
H -0.582 6.941 -0.306
H -2.437 5.403 1.232
H -1.488 2.995 0.642
H 2.046 3.136 -1.173
C 1.865 0.301 -1.484
O 1.733 0.248 -2.652
N 2.892 0.237 -0.649
C 3.143 0.500 0.723
H 2.296 1.274 0.946
H 4.026 1.038 0.689
C 3.158 -0.750 1.452
C 3.367 -0.689 2.891
H 4.319 -0.142 3.051
H 3.453 -1.314 3.467
H 2.636 0.066 3.170
O 4.147 -1.609 1.197
C 3.935 -1.891 -0.422
C 4.935 -2.768 -0.773
H 4.998 -3.250 -1.749
H 4.877 -3.717 -0.012
H 5.925 -2.469 -0.710
C 3.928 -0.782 -1.238
H 3.645 -0.784 -2.383
H 5.116 -0.231 -1.190
H 3.044 -2.509 -0.521
H 2.284 -1.429 1.322
H -1.202 1.471 -0.791
H -1.477 -2.907 -0.941
H -3.608 -3.854 -0.980
H -6.563 -2.056 -0.910
H -6.138 -2.563 0.700
H -5.848 -3.786 -0.441
*
```

# 5
Computed, not measured: the molecule C22H26N4OS in a non-equilibrium geometry, with the ωB97M-V functional and the def2-TZVPD basis.

Summary:
molar mass = 394.54 u
E = -42080.004 eV
energy above the lowest of the compared OMol25 structures with the same formula, charge and spin = 150.0 kJ/mol
highest occupied orbital energy = -7.82 eV

The geometry in ORCA input format:
```
! RIJCOSX wB97M-V def2-TZVPD def2/J DEFGRID3
* xyz 0 1
C 3.138 -9.888 -2.971
C 3.067 -8.430 -2.537
C 2.420 -7.553 -3.606
C 2.359 -6.092 -3.200
H 1.957 -5.463 -3.993
H 3.338 -5.712 -2.909
S 1.253 -5.860 -1.762
C 1.266 -4.128 -1.737
N 1.880 -3.348 -2.587
N 1.651 -2.087 -2.206
C 0.893 -2.095 -1.137
N 0.615 -3.396 -0.784
C -0.089 -3.926 0.347
H 0.346 -4.893 0.607
H -1.146 -4.075 0.116
H 0.008 -3.244 1.191
C 0.453 -0.895 -0.454
C 1.278 0.230 -0.508
C 0.907 1.399 0.116
C -0.302 1.481 0.809
C -1.141 0.371 0.843
C -0.766 -0.801 0.215
H -1.451 -1.633 0.224
H -2.085 0.433 1.358
N -0.618 2.691 1.428
C -1.709 3.016 2.184
O -2.608 2.255 2.457
C -1.691 4.468 2.628
H -2.385 4.579 3.462
H -0.693 4.758 2.962
C -2.140 5.379 1.471
C -2.120 6.816 1.910
C -3.209 7.364 2.576
C -3.179 8.675 3.016
C -2.057 9.455 2.797
C -0.966 8.918 2.135
C -0.998 7.606 1.697
H -0.144 7.194 1.178
H -0.088 9.522 1.960
H -2.033 10.479 3.138
H -4.034 9.089 3.529
H -4.087 6.757 2.746
H -1.478 5.241 0.614
H -3.150 5.091 1.172
H 0.069 3.419 1.289
H 1.556 2.262 0.070
H 2.208 0.162 -1.050
H 1.410 -7.915 -3.811
H 2.996 -7.622 -4.533
H 2.488 -8.352 -1.614
H 4.075 -8.061 -2.331
H 2.141 -10.278 -3.162
H 3.725 -9.987 -3.882
H 3.602 -10.494 -2.197
*
```

# 6
Computed, not measured: a cluster of 2 separate species, C22H26N5O5 in total in a non-equilibrium geometry, with the ωB97M-V functional and the def2-TZVPD basis.

Summary:
molar mass = 440.48 u
E = -40927.516 eV
energy above the lowest of the compared OMol25 structures with the same formula, charge and spin = 0.0 kJ/mol
highest occupied orbital energy = -4.23 eV

The geometry in ORCA input format:
```
! RIJCOSX wB97M-V def2-TZVPD def2/J DEFGRID3
* xyz -1 1
O 4.564 -2.794 -0.857
O 3.992 1.090 5.062
O 0.809 -1.597 1.487
O 4.653 2.328 3.342
N -1.523 3.399 -6.111
O -3.262 -0.516 1.224
C 4.388 -2.841 0.351
C 4.062 1.342 3.836
C 1.469 -1.948 2.461
C -5.056 0.250 0.077
C -4.630 -0.407 1.204
C -0.600 3.246 -5.182
C -2.699 2.877 -5.828
C -1.509 0.233 -0.370
C -0.798 2.626 -3.961
C -3.024 2.230 -4.648
C -1.265 0.881 -1.586
C -3.640 1.235 -1.884
C -2.817 0.085 0.078
C -3.871 0.578 -0.672
C -2.051 2.084 -3.654
C -2.322 1.398 -2.368
N 0.588 3.805 -5.504
N -3.611 3.076 -6.805
N 0.825 -2.175 3.611
N 3.413 -2.144 0.926
C 5.276 -3.732 1.195
C -5.506 -0.947 2.293
C 1.390 -2.537 4.910
C 3.365 0.373 2.872
C 3.796 -1.080 3.128
C 2.999 -2.141 2.340
H -6.080 0.479 -0.198
H -0.690 -0.158 0.223
H 0.032 2.585 -3.268
H -4.022 1.828 -4.539
H -0.233 0.952 -1.911
H -4.492 1.626 -2.427
H 0.519 4.408 -6.314
H 1.155 4.109 -4.722
H -3.252 3.715 -7.506
H -4.563 3.204 -6.489
H -0.166 -1.992 3.567
H 2.842 -1.591 0.303
H 6.045 -4.163 0.557
H 4.677 -4.526 1.633
H 5.748 -3.137 1.973
H -6.562 -0.787 2.056
H -5.277 -0.447 3.238
H -5.330 -2.020 2.413
H 1.829 -1.653 5.379
H 0.601 -2.914 5.562
H 2.155 -3.306 4.803
H 2.287 0.471 3.012
H 3.596 0.633 1.835
H 4.856 -1.177 2.893
H 3.690 -1.303 4.187
H 3.226 -3.111 2.776
*
```

# 7
Computed, not measured: a structure of composition C22H26N6O7PtS in a non-equilibrium geometry, with the ωB97M-V functional and the def2-TZVPD basis.

Summary:
molar mass = 713.63 u
E = -60591.773 eV
energy above the lowest of the compared OMol25 structures with the same formula, charge and spin = 77.1 kJ/mol
highest occupied orbital energy = -7.28 eV

The geometry in ORCA input format:
```
! RIJCOSX wB97M-V def2-TZVPD def2/J DEFGRID3
* xyz 0 1
Pt -0.412 0.944 0.919
O -0.730 2.969 1.269
S -1.949 3.267 0.325
O -2.978 3.981 1.038
O -1.453 3.924 -0.871
O -2.434 1.872 -0.011
O 1.323 -3.017 -4.677
C 0.193 -3.502 -4.116
O -0.433 -4.366 -4.662
C -0.216 -2.903 -2.804
C 0.683 -2.266 -1.957
C 0.262 -1.737 -0.744
C -1.101 -1.803 -0.426
C -1.998 -2.467 -1.256
C -1.554 -3.029 -2.436
N -1.467 -1.067 0.708
C -2.549 -1.109 1.375
C -2.682 -0.126 2.461
C -3.805 -0.066 3.260
C -3.864 0.904 4.253
C -2.795 1.765 4.414
C -1.693 1.640 3.577
N -1.636 0.712 2.632
H 1.637 -2.244 -4.193
H 1.739 -2.206 -2.199
H 1.849 -0.573 -0.349
H -3.049 -2.498 -1.003
H -2.230 -3.544 -3.102
H -3.352 -1.825 1.198
H -4.623 -0.752 3.090
H -4.739 0.989 4.883
H -2.807 2.542 5.162
H -0.846 2.306 3.644
C 3.654 3.504 -1.307
N 2.357 2.929 -1.637
C 1.702 3.333 -2.754
C 0.475 2.876 -3.058
C -0.128 1.969 -2.138
N 0.542 1.510 -1.077
C 1.761 2.046 -0.736
O 2.340 1.725 0.285
N -1.316 1.430 -2.431
H 4.283 3.509 -2.196
H 4.110 2.895 -0.533
H 3.538 4.522 -0.933
H 2.233 4.040 -3.378
H -0.067 3.227 -3.918
H -1.881 1.999 -3.044
H -1.836 1.161 -1.584
C 2.867 -1.000 1.812
C 1.796 -1.899 1.206
C 0.798 -2.307 2.283
C 2.441 -3.149 0.609
N 1.125 -1.074 0.159
H 3.390 -1.532 2.606
H 2.419 -0.093 2.220
H 3.597 -0.696 1.061
H 1.332 -2.794 3.099
H 0.057 -3.011 1.901
H 0.282 -1.431 2.679
H 2.972 -3.697 1.387
H 3.165 -2.886 -0.165
H 1.699 -3.819 0.175
*
```

# 8
Computed, not measured: a structure of composition C22H26NbO14 in a non-equilibrium geometry, with the ωB97M-V functional and the def2-TZVPD basis.

Summary:
molar mass = 607.34 u
E = -53445.028 eV
energy above the lowest of the compared OMol25 structures with the same formula, charge and spin = 0.0 kJ/mol
highest occupied orbital energy = -4.86 eV

The geometry in ORCA input format:
```
! RIJCOSX wB97M-V def2-TZVPD def2/J DEFGRID3
* xyz -1 1
C 6.239 2.640 -1.584
C 5.424 3.917 -1.616
O 4.114 3.590 -2.013
C 3.143 4.610 -1.848
C 2.038 4.204 -0.873
O 0.810 3.890 -1.482
Nb 0.250 2.455 -2.728
H 6.530 2.341 -2.590
H 7.138 2.763 -0.981
H 5.625 1.842 -1.171
H 5.415 4.386 -0.624
H 5.865 4.628 -2.328
H 2.691 4.822 -2.819
H 3.632 5.520 -1.485
H 2.404 3.386 -0.249
H 1.862 5.055 -0.200
H -0.902 3.543 -3.689
H 1.367 2.811 -4.148
H 1.481 1.209 -2.076
H -1.183 1.880 -1.681
H -0.331 1.158 -3.857
C -4.010 1.435 -0.711
C -4.169 1.032 0.556
C -4.385 2.001 1.702
O -4.539 1.504 2.809
C -4.391 3.416 1.434
C -4.223 3.827 0.166
C -4.044 2.855 -0.991
O -3.930 3.355 -2.090
O -4.200 5.088 -0.219
O -4.158 -0.239 0.948
H -3.845 0.756 -1.534
H -4.524 4.099 2.261
H -4.040 5.060 -1.189
H -4.298 -0.210 1.917
C 1.426 -2.292 0.068
C 2.082 -2.823 1.103
C 2.192 -2.143 2.454
O 2.815 -2.762 3.308
C 1.589 -0.855 2.638
C 0.923 -0.304 1.604
C 0.784 -1.005 0.258
O 0.133 -0.403 -0.563
O 0.332 0.869 1.633
O 2.708 -4.005 1.081
H 1.342 -2.774 -0.896
H 1.689 -0.369 3.598
H -0.050 1.013 0.733
H 3.082 -4.088 1.988
C -1.391 -7.024 0.314
C -0.492 -6.199 0.883
C -0.912 -5.042 1.781
O -0.010 -4.396 2.280
C -2.318 -4.789 1.985
C -3.208 -5.608 1.405
C -2.791 -6.790 0.546
O -3.700 -7.470 0.096
O -4.519 -5.487 1.521
O 0.809 -6.306 0.713
H -1.104 -7.849 -0.321
H -2.606 -3.951 2.603
H -4.901 -6.220 0.994
H 1.241 -5.553 1.176
*
```

Question: E of number 6 (C22H26N5O5)?
Answer: -40927.516 eV

Question: What is the formula in the third record?
Answer: C22H26N2O2S4Tc